[1]
Entry from the Open Molecules 2025 dataset: 8 unconnected molecules or ions with the total composition C28H52O14S2 at a distorted geometry (ωB97M-V/def2-TZVPD).

CARTESIAN COORDINATES (ANGSTROEM)
C1 12.684 22.067 3.534
H1 10.029 8.107 -0.840
C2 11.765 21.419 5.725
H2 5.657 17.026 1.923
H3 9.510 9.318 18.059
H4 19.506 11.389 13.077
C3 9.716 9.111 -1.126
H5 11.915 10.027 -2.564
H6 20.829 15.829 1.851
H7 2.615 16.185 2.044
C4 18.856 11.099 12.252
H8 19.712 15.788 0.402
C5 4.153 16.256 0.653
H9 8.376 11.440 7.402
H10 19.180 18.802 2.438
C6 9.104 11.190 6.631
C7 5.326 19.180 10.287
H11 11.415 23.927 3.507
H12 11.793 20.202 3.964
O1 9.942 11.348 15.596
H13 16.880 10.988 14.655
C8 18.813 16.610 2.210
C9 9.869 9.973 6.989
H14 8.560 11.269 5.690
H15 5.967 17.260 0.185
H16 16.985 12.181 11.920
H17 19.446 17.856 3.920
H18 3.017 14.642 1.242
C10 5.981 17.477 12.065
O2 18.856 9.848 11.722
H19 11.267 20.820 6.487
O3 18.555 13.593 3.691
H20 11.100 9.841 -4.256
C11 10.220 9.979 17.563
H21 8.673 9.404 -1.004
H22 6.763 16.725 11.962
C12 11.623 11.564 7.429
H23 10.632 22.575 2.694
C13 8.519 11.903 17.435
O4 3.697 16.392 -0.477
H24 6.447 18.347 12.526
H25 17.950 16.892 1.608
H26 12.374 22.071 6.351
O5 8.884 9.380 -3.282
O6 18.501 15.784 3.298
H27 16.602 12.685 14.133
C14 3.425 15.525 1.733
H28 8.987 12.767 17.907
C15 5.276 17.790 10.716
C16 11.325 22.841 3.491
O7 10.537 13.015 5.373
C17 5.546 16.587 0.931
H29 9.593 9.034 6.508
H30 10.828 9.306 16.958
C18 19.600 17.881 2.841
C19 17.430 11.422 12.563
H31 13.410 20.431 4.661
O8 17.453 8.180 12.440
H32 9.660 9.943 8.059
H33 6.146 15.678 0.969
C20 19.809 15.710 1.485
H34 10.339 9.819 -0.580
H35 13.443 22.715 3.972
H36 6.374 19.445 10.152
C21 9.609 11.099 16.719
O9 16.731 10.317 12.238
H37 20.638 17.829 2.511
H38 11.541 10.317 5.684
C22 18.850 14.540 3.069
O10 19.437 14.463 1.969
C23 11.294 10.221 6.741
C24 11.272 9.470 -3.246
H39 8.068 11.284 18.210
H40 3.991 15.393 2.655
H41 13.046 21.835 2.533
O11 9.237 21.644 4.649
S1 10.248 12.563 6.716
C25 9.842 9.274 -2.605
H42 10.737 10.543 18.338
O12 9.844 13.503 7.759
C26 12.459 20.917 4.448
O13 4.559 16.936 10.180
C27 17.661 9.313 12.139
H43 4.802 19.191 9.331
H44 5.279 17.125 12.821
S2 10.386 22.478 5.054
H45 19.183 11.797 11.482
H46 4.794 19.715 11.073
H47 12.015 9.438 6.978
H48 12.623 11.985 7.321
H49 7.722 12.210 16.758
H50 18.165 12.203 14.503
O14 10.201 23.731 5.855
C28 17.253 11.815 14.051
H51 11.573 8.426 -3.334
H52 11.406 11.456 8.492

Values from the calculation:
- charge = 0
- SMILES = C[C@H]1COC(=O)O1.C[C@H]1COC(=O)O1.O=S1(=O)CCCC1.O=S1(=O)CCCC1.CC(C)=O.CC(C)=O.CC(C)=O.CC(C)=O
- LUMO level (eV) = 0.360
- ΔE to the lowest compared entry with this formula, charge and spin (kJ/mol) = 0.0

=====

[2]
Entry from the Open Molecules 2025 dataset: 2 unconnected molecules or ions with the total composition C17H31Br2F4N3O3PS at a distorted geometry (ωB97M-V/def2-TZVPD).

CARTESIAN COORDINATES (ANGSTROEM)
H1 -0.961 3.805 4.665
C1 -1.991 -1.754 -4.422
H2 -2.706 -1.457 -5.188
H3 -1.563 0.314 -3.935
H4 0.863 5.410 3.751
H5 2.487 4.757 4.034
H6 1.358 4.890 5.382
H7 1.711 2.705 4.335
H8 0.814 -1.143 -6.324
F1 3.558 -2.102 1.707
C2 -0.716 -2.208 -5.161
F2 1.074 -1.314 0.816
F3 3.399 -0.120 0.843
N1 0.201 0.534 5.335
H9 2.593 -2.170 -2.547
N2 0.337 -2.418 -4.092
H10 1.627 0.587 -2.989
C3 -0.534 0.488 2.730
H11 0.620 0.454 -4.407
H12 1.921 -1.011 -1.402
C4 -0.227 3.011 4.777
H13 -1.374 -4.292 -5.262
H14 0.075 -0.470 5.354
H15 -0.006 2.945 5.846
Br1 1.066 -2.294 3.311
P1 -0.934 1.381 4.302
N3 0.973 3.317 3.999
C5 -0.968 -3.513 -5.905
H16 1.569 1.008 3.038
H17 -0.603 -0.155 -5.963
C6 -3.135 0.235 5.905
C7 1.538 -0.898 2.052
C8 -2.260 0.725 5.251
H18 -0.055 -3.887 -6.370
H19 2.176 -0.377 -4.354
H20 -0.689 -1.413 -7.173
C9 -0.268 -1.161 -6.204
H21 -1.697 -3.319 -6.687
O1 -3.485 3.165 4.057
C10 1.300 -0.098 -3.767
H22 -0.985 -1.783 -1.786
H23 1.281 -2.641 -1.459
H24 -0.983 -0.499 2.827
H25 -3.881 -0.300 6.443
H26 -2.705 -0.460 -2.871
O2 -1.959 3.490 2.175
Br2 3.955 -0.180 3.507
S1 -2.564 2.589 3.119
O3 0.344 -3.511 -3.628
H27 1.179 0.761 5.206
H28 -1.077 0.986 1.932
H29 -2.417 -2.618 -3.902
C11 0.668 -1.325 -3.093
C12 1.440 4.679 4.311
C13 -1.777 -0.624 -3.419
C14 3.081 -0.863 1.919
H30 1.036 1.007 1.401
C15 0.946 0.464 2.342
H31 -0.469 -0.106 -1.769
F4 -3.426 1.527 2.268
C16 1.673 -1.830 -2.070
C17 -0.667 -0.953 -2.425

Values from the calculation:
- charge = +1
- LUMO level (eV) = -6.223
- ΔE to the lowest compared entry with this formula, charge and spin (kJ/mol) = 0.0

=====

[3]
Entry from the Open Molecules 2025 dataset: 2 unconnected molecules or ions with the total composition C5H10 (ωB97M-V/def2-TZVPD).

CARTESIAN COORDINATES (ANGSTROEM)
C1 -0.633 -1.029 1.548
H1 1.410 -0.529 1.451
C2 0.664 -1.313 1.555
H2 1.033 -2.330 1.653
H3 0.051 -0.813 -1.422
H4 -0.969 2.047 -0.803
H5 -1.393 -1.800 1.645
C3 0.980 1.470 -0.338
C4 -0.633 0.020 -1.615
H6 -1.640 -0.298 -1.320
H7 1.763 0.715 -0.386
C5 -0.217 1.262 -0.879
H8 1.224 2.396 0.176
H9 -0.658 0.207 -2.696
H10 -0.981 -0.005 1.430

Values from the calculation:
- charge = 0
- SMILES = C=CC.C=C
- LUMO level (eV) = 1.291
- ΔE to the lowest compared entry with this formula, charge and spin (kJ/mol) = 174.9